Below is C14H44Fe2O22P2Pd as an isolated structure, with properties calculated with ωB97M-V/def2-TZVPD.

* 2S+1: 11
* total charge: 0
* HOMO (spin up / spin down): -8.49 / -8.05 eV
* E_LUMO (spin up / spin down): -0.024 / -0.115 Eh

XYZ file:
```
85
Properties=species:S:1:pos:R:3:lowdin_charge:R:1
Fe -0.210 -2.553 -2.144 0.98
Fe -1.619 0.478 -3.136 1.01
Pd -2.549 1.084 0.799 0.74
P -0.365 0.269 -0.764 0.20
O 0.238 -1.160 -0.790 -0.38
O -0.019 0.990 -2.107 -0.39
O -0.394 0.976 0.584 -0.35
O -1.872 0.081 -1.117 -0.43
P -2.096 -2.041 -3.947 0.10
O -2.053 -3.003 -2.747 -0.34
O -0.739 -1.338 -3.614 -0.35
O -3.036 -0.826 -3.826 -0.34
O -1.586 -2.450 -5.326 -0.13
C -0.121 4.256 1.574 -0.22
C -1.517 4.593 1.113 -0.21
O -2.231 3.484 0.546 -0.11
O 0.754 3.734 0.589 -0.07
H -0.128 3.492 2.361 0.12
H 0.299 5.161 2.017 0.13
H -1.435 5.375 0.347 0.12
H -1.991 5.150 1.932 0.12
H -2.633 3.855 -0.242 0.09
H 0.457 2.825 0.431 0.05
C -0.557 -4.569 0.406 -0.19
C -1.430 -3.499 1.015 -0.21
O -0.767 -2.303 1.397 -0.08
O -0.060 -4.246 -0.876 -0.10
H -1.114 -5.513 0.427 0.13
H 0.287 -4.826 1.060 0.14
H -1.924 -3.860 1.917 0.13
H -2.229 -3.184 0.333 0.12
H -0.245 -1.978 0.640 0.03
H 0.289 -5.027 -1.318 0.13
C 2.956 -0.260 3.948 -0.25
C 2.531 0.652 2.803 -0.20
O 1.112 0.912 2.890 -0.11
O 2.431 -1.564 3.961 -0.07
H 2.642 0.186 4.897 0.12
H 4.044 -0.304 3.862 0.12
H 2.727 0.143 1.855 0.10
H 3.024 1.625 2.794 0.12
H 0.758 0.919 1.977 0.02
H 1.469 -1.536 4.075 0.06
C -2.176 -1.281 4.587 -0.23
C -2.258 0.210 4.355 -0.19
O -1.877 0.573 3.021 -0.14
O -0.884 -1.827 4.381 -0.07
H -2.891 -1.855 3.992 0.11
H -2.424 -1.481 5.633 0.12
H -1.609 0.751 5.047 0.13
H -3.288 0.549 4.468 0.12
H -0.946 0.337 2.888 0.05
H -0.806 -2.004 3.424 0.05
C 3.570 -0.983 -5.088 -0.24
C 2.980 -0.542 -3.751 -0.23
O 1.638 -0.137 -3.951 -0.10
O 2.738 -1.995 -5.662 -0.07
H 4.575 -1.373 -4.897 0.12
H 3.668 -0.142 -5.778 0.12
H 3.484 0.362 -3.400 0.12
H 3.058 -1.377 -3.049 0.11
H 1.219 0.332 -3.219 0.01
H 3.292 -2.432 -6.316 0.08
C 1.445 3.765 -3.391 -0.25
C 0.346 4.602 -2.730 -0.27
O 0.871 5.367 -1.671 -0.08
O 1.960 2.773 -2.538 -0.08
H 2.249 4.439 -3.681 0.12
H 0.983 3.271 -4.264 0.12
H -0.508 3.973 -2.434 0.10
H -0.013 5.321 -3.475 0.12
H 1.103 4.735 -0.962 0.05
H 1.246 2.120 -2.361 0.02
C 2.953 -2.426 0.471 -0.15
O 2.892 -1.170 -0.188 -0.15
H 2.527 -3.192 -0.195 0.06
H 3.967 -2.737 0.708 0.08
H 2.355 -2.359 1.384 0.07
H 1.956 -0.974 -0.400 0.02
C -4.976 -1.244 1.668 -0.13
O -3.824 -0.831 0.954 -0.19
H -5.197 -0.531 2.464 0.08
H -5.894 -1.222 1.075 0.09
H -4.837 -2.216 2.146 0.08
H -3.763 -1.352 0.145 0.08
```